[1]
The following is a quantum chemistry calculation of C26H33ClNTi as an isolated structure, from the Open Molecules 2025 dataset.

LUMO level (spin up / spin down), eV: -3.40 / -3.43
Energy, eV: -64618.3213
HOMO energy (spin up / spin down), eV: -10.00 / -10.07
Relative energy (zero: lowest compared OMol25 entry of this formula, charge and spin), kcal per mole: 7.62
F_max, Eh/bohr: 0.0456
Charge: +1

Each line ends with the Mulliken charge.
Positions of all 62 atoms, in Å:
1 C 1.134 -1.941 0.654  0.67
2 C 2.037 -1.088 -0.108  0.89
3 C 1.496 -0.966 -1.442  0.34
4 C 0.288 -1.731 -1.505  1.53
5 C 0.039 -2.290 -0.215  -0.04
6 Ti 0.200 0.046 0.264  -0.35
7 C -1.944 1.508 -0.976  2.45
8 C -1.817 1.029 0.457  -0.40
9 H -1.828 1.820 1.223  0.81
10 C -1.892 -0.333 0.793  -1.44
11 H -2.387 -1.057 0.129  0.47
12 H -1.761 -0.659 1.842  0.31
13 C -2.488 2.946 -1.005  -1.82
14 H -1.911 3.620 -0.366  0.36
15 H -2.450 3.340 -2.022  0.38
16 H -3.530 2.959 -0.660  0.44
17 C -2.940 0.657 -1.773  -2.09
18 H -2.551 -0.341 -2.038  0.27
19 H -3.882 0.511 -1.222  0.41
20 H -3.192 1.156 -2.721  0.51
21 C 3.340 -0.551 0.354  -1.87
22 H 3.348 -0.377 1.435  0.36
23 H 4.147 -1.261 0.123  0.38
24 H 3.580 0.400 -0.143  0.34
25 C 2.197 -0.363 -2.606  -1.71
26 H 2.589 0.631 -2.364  0.27
27 H 3.040 -0.987 -2.943  0.34
28 H 1.510 -0.259 -3.452  0.41
29 C -0.442 -2.108 -2.744  -1.45
30 H -0.395 -1.299 -3.484  0.34
31 H -0.008 -3.012 -3.207  0.30
32 H -1.498 -2.328 -2.532  0.38
33 C -1.032 -3.276 0.105  -1.52
34 H -1.957 -3.043 -0.442  0.42
35 H -0.736 -4.299 -0.183  0.34
36 H -1.261 -3.279 1.177  0.34
37 C 1.431 -2.641 1.929  -1.90
38 H 0.545 -2.678 2.576  0.49
39 H 1.738 -3.682 1.737  0.28
40 H 2.239 -2.152 2.480  0.49
41 C -0.598 1.483 -1.668  1.39
42 C 0.352 2.233 -1.006  -0.04
43 C -0.541 1.432 -3.104  -1.46
44 C 0.987 3.313 -1.627  -0.87
45 H 0.509 1.974 0.083  1.20
46 C 0.166 2.435 -3.748  -0.89
47 H -1.081 0.675 -3.682  0.57
48 C 0.829 3.433 -3.008  -0.81
49 H 1.586 4.034 -1.039  0.49
50 H 0.187 2.455 -4.842  0.50
51 H 1.220 4.304 -3.546  0.43
52 Cl 0.398 4.905 3.641  -0.19
53 C 0.676 3.212 3.528  -0.17
54 C 1.139 2.496 4.632  -0.28
55 C 1.275 1.112 4.476  -1.01
56 C 0.997 0.504 3.254  0.04
57 N 0.602 1.209 2.161  0.15
58 C 0.413 2.562 2.318  -0.34
59 H 1.344 3.006 5.566  0.46
60 H 1.608 0.488 5.300  0.45
61 H 1.085 -0.580 3.146  0.33
62 H 0.043 3.148 1.471  0.34

=====

[2]
The following is a quantum chemistry calculation of C6H9Cl2ErLaO6P as an isolated structure, from the Open Molecules 2025 dataset.

Spin multiplicity: 4
LUMO level, eV: -16.78
Energy, eV: -81424.2184
HOMO energy, eV: -22.43
F_max, Eh/bohr: 0.1485
Expectation value of S²: 3.753
Charge: +4

Each line ends with the Mulliken charge.
Positions of all 26 atoms, in Å:
1 Er -0.510 -3.477 -1.616  1.57
2 La 1.176 0.436 0.535  1.64
3 Cl 1.933 -3.245 -1.518  -0.39
4 Cl -1.005 -1.289 -0.292  -0.45
5 C -0.987 1.600 1.034  0.18
6 C -0.130 -2.596 -3.739  0.07
7 C -2.484 -3.020 -2.924  0.15
8 O -2.113 1.839 0.999  -0.01
9 O -0.002 -2.147 -4.802  0.09
10 O -3.325 -2.641 -3.625  0.03
11 C 0.642 0.702 4.259  -0.43
12 O 1.802 -0.125 4.569  -0.15
13 P 2.717 -0.862 3.460  0.73
14 O 2.791 0.387 2.281  -0.18
15 C 3.438 1.670 2.515  -0.45
16 O 2.061 2.059 -0.407  -0.37
17 C 2.581 3.323 -0.840  -0.58
18 H -0.103 0.123 3.699  0.29
19 H 0.927 1.598 3.687  0.26
20 H 0.230 0.999 5.230  0.31
21 H 3.014 2.386 1.800  0.15
22 H 3.266 1.996 3.548  0.41
23 H 4.510 1.549 2.338  0.29
24 H 1.809 4.102 -0.736  0.31
25 H 3.452 3.593 -0.221  0.25
26 H 2.870 3.279 -1.903  0.28

=====

[3]
The following is a quantum chemistry calculation of a 9-piece molecular cluster, C19H56N8O9 overall, from the Open Molecules 2025 dataset.

LUMO level, eV: -0.29
Energy, eV: -50954.0525
HOMO energy, eV: -8.68
Relative energy (zero: lowest compared OMol25 entry of this formula, charge and spin), kcal per mole: 210.19
F_max, Eh/bohr: 0.2486
Charge: 0

Each line ends with the Mulliken charge.
Positions of all 92 atoms, in Å:
1 C -3.677 -3.117 -3.416  0.36
2 O -4.375 -4.296 -3.247  -0.77
3 N -2.452 -3.153 -3.827  -0.29
4 N -4.195 -1.929 -3.178  -0.30
5 H -2.029 -4.114 -3.846  0.25
6 H -1.817 -2.351 -3.903  0.20
7 H -5.198 -1.884 -2.964  0.21
8 H -3.639 -1.094 -3.360  0.30
9 C 0.973 2.986 -1.713  0.70
10 O 0.132 2.470 -2.670  -0.71
11 N 1.503 4.193 -1.769  -0.35
12 N 1.359 2.321 -0.660  -0.06
13 H 1.198 4.909 -2.410  0.28
14 H 2.234 4.461 -1.158  0.12
15 H 0.989 1.330 -0.512  -0.15
16 H 2.083 2.697 0.063  0.27
17 C 2.701 0.264 -3.199  0.65
18 O 3.501 -0.757 -3.699  -0.82
19 N 1.481 0.339 -3.474  -0.22
20 N 3.190 1.107 -2.345  -0.19
21 H 1.069 -0.204 -4.250  0.22
22 H 0.857 1.187 -3.286  0.30
23 H 4.123 0.929 -2.045  0.16
24 H 2.552 1.689 -1.750  0.04
25 C -1.514 -1.723 4.627  0.48
26 O -0.707 -2.230 5.621  -0.75
27 N -2.678 -2.244 4.346  -0.24
28 N -1.263 -0.711 3.903  0.00
29 H -3.106 -2.935 4.943  0.25
30 H -3.281 -1.982 3.605  0.13
31 H -0.376 -0.267 4.026  -0.04
32 H -1.712 -0.472 3.029  0.28
33 C -4.014 0.510 2.561  -1.66
34 C -3.070 0.246 1.423  0.37
35 C -1.878 1.179 1.321  -1.16
36 O -2.611 -0.883 1.402  -0.50
37 H -4.629 1.380 2.377  0.45
38 H -3.574 0.629 3.585  0.23
39 H -4.675 -0.342 2.700  0.41
40 H -3.601 0.451 0.499  0.36
41 H -1.226 0.991 0.467  -0.35
42 H -1.367 1.214 2.275  1.01
43 H -2.220 2.204 1.120  0.51
44 H -3.062 -1.391 0.709  0.52
45 C 0.569 -2.429 0.528  -1.26
46 C 0.596 -1.746 -0.816  0.34
47 C -0.778 -1.713 -1.379  -0.44
48 O 1.070 -0.596 -0.778  0.51
49 H -0.063 -1.838 1.158  -0.03
50 H 1.532 -2.466 1.034  0.29
51 H 0.153 -3.423 0.531  0.56
52 H 1.285 -2.290 -1.465  0.31
53 H -1.164 -2.708 -1.475  0.93
54 H -0.842 -1.365 -2.401  -0.05
55 H -1.427 -1.117 -0.763  -0.77
56 H 1.161 -0.263 -1.719  -0.80
57 C -4.056 1.551 -3.862  -1.56
58 C -2.686 1.050 -3.543  -0.31
59 C -2.431 0.852 -2.087  0.28
60 O -2.419 -0.007 -4.178  -0.48
61 H -4.248 2.423 -3.306  0.43
62 H -4.755 0.833 -3.480  0.30
63 H -4.263 1.800 -4.906  0.35
64 H -1.922 1.739 -3.881  0.68
65 H -1.398 0.632 -1.846  -0.80
66 H -2.939 0.038 -1.631  0.40
67 H -2.707 1.691 -1.451  0.59
68 H -2.176 0.132 -5.056  0.32
69 C 5.387 0.881 2.321  -1.14
70 C 5.457 0.689 0.773  0.38
71 C 4.496 -0.324 0.249  -1.48
72 O 5.170 1.753 0.135  -0.44
73 H 4.666 0.240 2.779  0.04
74 H 5.256 1.910 2.585  0.36
75 H 6.400 0.603 2.585  0.44
76 H 6.413 0.229 0.528  0.43
77 H 3.431 -0.040 0.344  0.22
78 H 4.540 -1.229 0.819  0.52
79 H 4.620 -0.603 -0.820  0.45
80 H 5.848 2.390 0.378  0.34
81 C 2.049 -1.178 3.831  -1.15
82 C 1.829 0.324 3.863  -0.69
83 C 1.339 0.796 2.516  1.73
84 O 0.943 0.735 4.645  -0.52
85 H 1.096 -1.696 3.568  0.06
86 H 2.312 -1.448 4.829  0.45
87 H 2.861 -1.497 3.218  0.25
88 H 2.757 0.900 4.023  0.63
89 H 2.139 0.697 1.763  -0.65
90 H 1.029 1.833 2.481  0.44
91 H 0.479 0.272 2.218  -1.46
92 H 1.390 1.375 5.220  0.49